A molecular structure, C9H16GaOP at a distorted geometry, computed with ωB97M-V/def2-TZVPD.

CARTESIAN COORDINATES (ANGSTROEM)
C -0.9855 -1.7942 -0.4729
C 0.1131 -2.6388 -0.1083
C 0.2988 -2.5534 1.3179
C -0.7432 -1.6270 1.7987
C -1.6117 -1.3331 0.6925
Ga 0.8330 -0.8942 0.6529
P -0.6031 1.0100 -2.0626
H -1.2567 -1.6318 -1.5175
H 0.4847 -3.4434 -0.7635
H 1.0350 -3.1187 1.8908
H -2.5596 -0.8301 0.7416
H -1.0094 -1.5178 2.8572
H -1.6731 1.6164 -1.3600
H -1.4471 0.4628 -3.0717
H -0.1424 2.1516 -2.8197
C 3.4452 2.3347 0.1337
C 2.2579 2.9781 0.8557
C 1.2949 1.8830 1.2610
O 1.9838 0.5826 0.8403
C 3.0569 0.8948 -0.1575
H 3.6897 2.8714 -0.7870
H 4.3423 2.3883 0.7554
H 1.7582 3.6754 0.1871
H 2.5670 3.5503 1.7330
H 1.1408 1.7862 2.3433
H 0.3394 1.9484 0.7322
H 2.6182 0.7952 -1.1475
H 3.8617 0.1632 -0.0057

Atomic forces in eV per Å
-0.35 -1.66 -0.05
-1.62 -2.38 0.32
-3.31 -4.26 0.83
-1.12 -2.27 0.41
1.18 -0.48 0.34
1.36 4.22 -2.76
0.42 0.13 -0.42
-0.19 -0.15 0.57
0.49 1.12 0.35
-0.43 0.39 -0.09
0.09 0.52 0.05
0.44 0.30 -0.64
0.09 0.21 -0.16
0.06 0.29 -0.03
-0.63 -0.24 0.21
0.46 0.18 0.16
0.04 0.45 -0.05
0.65 -1.13 0.00
3.31 4.94 0.87
-0.45 -0.03 0.72
-0.05 -0.07 0.00
-0.11 -0.15 0.04
-0.11 0.11 -0.03
0.11 -0.06 -0.11
-0.07 0.12 -0.45
0.10 -0.21 0.18
-0.03 -0.21 -0.09
-0.33 0.31 -0.15

Values from the calculation:
2S+1: 1
LUMO energy: 0.7030 eV
gap between HOMO and LUMO: 0.1848 Eh

Löwdin atomic charge list, values in e, 4 entries: atom 1 (C): -0.23, atom 2 (C): -0.23, atom 3 (C): -0.29, atom 4 (C): -0.18

=====

A molecular structure, H3O5PS at a distorted geometry, computed with ωB97M-V/def2-TZVPD.

CARTESIAN COORDINATES (ANGSTROEM)
O 2.7887 -0.4176 -0.7274
O 0.2446 -0.4438 -0.9745
O -1.7333 -1.3645 0.9936
O 1.4546 0.7676 0.9345
O -2.4051 0.7547 -0.0007
P -1.9155 -0.8050 -0.3184
S 1.6144 -0.6614 0.0876
H 0.1931 -0.1547 -1.9321
H 2.2694 1.2475 1.0908
H -2.5109 1.0770 0.8466

Atomic forces in eV per Å
-0.40 -0.84 0.49
0.42 -0.03 0.31
0.80 -1.72 2.01
-1.39 -1.52 -0.27
0.51 -1.46 -4.38
-1.83 2.36 -0.74
0.21 2.83 -1.61
1.09 -0.15 1.43
0.67 -0.10 -0.37
-0.08 0.63 3.11

Values from the calculation:
2S+1: 1
relative energy (zero: lowest compared OMol25 entry of this formula, charge and spin): 2.481 eV
LUMO energy: 0.1329 eV
gap between HOMO and LUMO: 0.3679 Eh

Löwdin atomic charge list, values in e, 4 entries: atom 1 (O): -0.42, atom 2 (O): -0.48, atom 3 (O): -0.45, atom 4 (O): -0.28

=====

7 unconnected molecules or ions with the total composition C51H74BN13O3S at a distorted geometry, computed with ωB97M-V/def2-TZVPD.

CARTESIAN COORDINATES (ANGSTROEM)
C 6.3932 4.2214 -0.1942
C 6.6823 4.8709 -1.6961
C 7.0302 3.6568 -2.7928
C 5.6478 2.7378 -2.8601
C 4.2678 3.5261 -3.2618
C 2.8678 2.6751 -3.3129
C 2.7423 1.0374 -2.9942
C 4.1758 0.2811 -2.5893
C 5.6186 1.1043 -2.5016
C 7.0557 0.4474 -2.0662
C 7.1560 -1.1807 -2.2238
N 6.5068 -1.9382 -1.0630
N 6.6308 -1.6864 -3.5684
N 8.6619 -1.5179 -2.2242
N 1.4013 0.3441 -3.0841
C 0.3321 1.0055 -2.2436
C -0.6198 0.1916 -1.1343
C -0.4624 -1.4536 -0.8855
C -1.9185 -2.2530 -1.0798
C -1.5389 -3.8379 -1.4550
C -2.8170 -4.8580 -1.3395
C -3.5862 -5.0116 -2.8121
N -3.5409 -3.7014 -3.6056
C -1.7471 1.0719 -0.2671
C -2.7206 0.3889 0.9015
C -1.8601 -0.1781 2.2000
C -1.1666 1.0405 3.0947
N -0.4319 0.5677 4.3662
O -1.2410 2.3203 2.7213
C -1.9899 2.7044 -0.4999
O -2.9677 3.5151 0.2653
C -4.2242 3.4543 -0.5133
C -5.4371 3.0613 0.5203
C -1.0810 3.4959 -1.6108
B -1.2898 5.1161 -1.8474
N -1.9357 5.7133 -3.1120
O -0.8767 6.0622 -0.7741
C 0.0442 2.6416 -2.4389
S 1.1877 3.4978 -3.7093
H 5.3408 4.4978 0.2423
H 6.4849 3.0457 -0.1727
H 7.1998 4.6486 0.5751
H 7.6541 5.5334 -1.6408
H 5.7952 5.5552 -2.0553
H 7.2234 4.1377 -3.8514
H 7.9501 3.0864 -2.3478
H 4.2488 4.6935 -3.4903
H 4.1545 -0.8796 -2.3181
H 7.9542 0.9286 -2.6810
H 7.2007 0.6842 -0.9057
H 7.2529 -2.1998 -0.3720
H 5.8484 -1.2930 -0.5325
H 7.2800 -2.4115 -3.9511
H 5.6876 -2.0963 -3.3276
H 8.7749 -2.5712 -2.2979
H 9.1008 -1.2521 -1.3114
H 1.5847 -0.6463 -2.8124
H 0.0406 -1.6989 0.1642
H 0.2566 -1.9582 -1.6897
H -2.6051 -1.7493 -1.8862
H -2.4340 -2.3237 -0.0057
H -0.6420 -4.1209 -0.7241
H -1.1073 -3.8060 -2.5438
H -3.6234 -4.5618 -0.5451
H -2.4095 -5.9541 -1.1000
H -4.7437 -5.2239 -2.6260
H -3.0869 -5.9076 -3.4219
H -2.6235 -3.6731 -4.1154
H -4.3309 -3.6521 -4.2856
H -3.4681 1.1997 1.3585
H -3.4394 -0.4396 0.4303
H -2.5541 -0.7754 2.9554
H -0.9866 -0.9019 1.9136
H -0.4245 -0.4959 4.3418
H -0.9910 0.7963 5.2201
H -4.3868 4.4856 -1.0791
H -4.1082 2.5716 -1.2918
H -5.4122 1.8786 0.6315
H -5.3324 3.5819 1.5727
H -6.4533 3.3340 -0.0310
H -2.4636 4.9376 -3.5863
H -2.6221 6.4545 -2.7790
H -1.7509 6.3763 -0.3494
C -8.1753 -0.8818 -2.4240
C -8.2500 -2.2860 -2.5848
C -6.9621 -2.7521 -2.7265
N -6.1134 -1.6777 -2.6618
C -6.8439 -0.5337 -2.4719
H -9.0032 -0.1984 -2.2869
H -9.1466 -2.8922 -2.5952
H -6.5780 -3.7534 -2.8689
H -5.1057 -1.7224 -2.7407
H -6.3552 0.4278 -2.3890
C -8.1632 -8.5603 -0.6483
C -6.7900 -8.3310 -0.3934
C -6.4877 -7.0758 -0.8719
N -7.6292 -6.5417 -1.4109
C -8.6574 -7.4376 -1.2741
H -8.7308 -9.4480 -0.4010
H -6.0965 -9.0083 0.0880
H -5.5602 -6.5189 -0.8763
H -7.7016 -5.6289 -1.8412
H -9.6496 -7.2009 -1.6342
C 8.9200 3.4625 3.1460
C 7.5660 3.3694 3.5475
C 7.4563 3.9943 4.7695
N 8.6976 4.4570 5.1216
C 9.5954 4.1421 4.1350
H 9.3553 3.0766 2.2333
H 6.7578 2.8979 3.0034
H 6.6038 4.1478 5.4176
H 8.9165 4.9538 5.9753
H 10.6355 4.4264 4.2217
C -5.6288 -0.0166 6.6941
C -4.7228 -0.6407 7.5846
C -3.4687 -0.5522 7.0232
N -3.5869 0.0992 5.8230
C -4.8997 0.4345 5.6165
H -6.6975 0.0932 6.8253
H -4.9597 -1.1042 8.5336
H -2.5050 -0.8972 7.3734
H -2.8245 0.3016 5.1894
H -5.2022 0.9626 4.7222
C -3.3354 6.4897 5.0158
C -2.4879 7.2936 4.2167
C -2.2949 6.6294 3.0261
N -2.9924 5.4507 3.0808
C -3.6345 5.3594 4.2883
H -3.6904 6.7117 6.0138
H -2.0645 8.2540 4.4810
H -1.7214 6.8932 2.1476
H -3.0283 4.7573 2.3449
H -4.2463 4.4997 4.5263
C 4.2285 -5.5443 -1.1161
C 4.1538 -6.9485 -1.2769
C 5.4417 -7.4145 -1.4186
N 6.2904 -6.3402 -1.3538
C 5.5599 -5.1961 -1.1640
H 3.4005 -4.8609 -0.9790
H 3.2571 -7.5546 -1.2873
H 5.8257 -8.4158 -1.5610
H 7.2981 -6.3849 -1.4328
H 6.0486 -4.2346 -1.0811

Atomic forces in eV per Å
0.48 0.37 0.55
0.72 -0.41 0.10
-1.89 0.55 0.85
-2.79 -1.60 -0.35
-0.36 -4.30 1.06
2.07 -2.15 1.06
4.34 2.72 0.24
-0.11 3.19 -0.36
-2.99 2.35 -1.32
-0.59 -0.02 0.23
1.59 -0.38 -0.22
0.07 1.73 0.58
-0.24 0.02 2.08
-1.11 -0.70 0.65
1.18 1.85 2.17
-3.09 1.89 2.36
-0.05 3.27 -0.44
-0.36 0.33 -0.71
0.93 -1.02 1.18
-0.06 1.18 0.32
0.24 -0.92 -1.15
-0.37 -0.10 0.30
0.34 -1.22 -0.03
0.76 1.82 -1.41
0.03 0.42 0.14
0.25 0.35 0.47
-0.45 4.54 -1.46
-2.31 -0.75 -1.94
0.43 -7.98 2.77
3.56 -1.49 -2.02
1.19 -2.44 -2.88
-1.06 -0.48 0.06
-0.01 -0.37 -1.07
1.00 -4.49 0.66
-0.05 1.59 0.04
-0.85 -1.78 3.10
-3.13 -1.45 -1.06
-1.20 -2.30 2.08
0.60 -1.84 1.93
2.00 -0.52 -1.04
-0.19 2.36 -0.26
-1.78 -0.97 -1.67
-1.99 -1.17 -0.06
1.80 -1.52 0.70
-0.20 -1.18 2.15
-1.86 0.95 -1.18
0.00 -2.94 0.54
0.01 2.80 -0.66
-2.20 -1.08 1.27
-0.14 -0.40 -2.46
-0.96 0.49 -0.95
1.04 -1.05 -0.90
-0.99 0.76 0.68
1.62 0.26 -0.77
-0.35 1.68 0.16
-0.66 -0.18 -1.06
-0.61 1.12 -0.16
-1.25 0.65 -2.19
-1.39 1.45 1.56
1.43 -1.02 1.69
0.85 0.39 -2.49
-2.05 0.34 -1.54
-0.76 -0.36 2.02
1.80 -0.32 -1.34
-0.95 2.43 -0.27
2.63 0.13 -0.40
-1.22 1.83 1.37
-1.52 0.12 0.45
1.17 -0.30 0.59
1.97 -1.51 -1.24
1.90 1.63 1.09
1.29 1.24 -1.62
-1.64 1.33 0.37
0.00 1.72 -0.09
0.92 0.38 -0.97
0.26 -2.14 1.25
-0.44 2.03 1.41
-0.12 2.60 0.00
-0.27 -0.97 -2.28
2.05 -0.49 1.45
0.63 1.27 0.37
1.29 -0.99 -0.98
2.15 -0.48 -0.90
0.17 0.32 0.06
0.13 -0.34 -0.04
0.00 0.07 -0.01
-0.04 0.09 0.08
-0.04 -0.09 -0.03
0.15 -0.12 -0.02
0.14 0.10 -0.01
-0.04 0.16 -0.02
-0.20 -0.16 0.00
-0.11 -0.15 -0.03
-0.35 0.15 -0.15
0.32 0.24 -0.02
0.07 -0.06 0.01
-0.01 0.00 0.01
-0.04 -0.08 -0.02
0.08 0.17 -0.05
-0.11 0.13 -0.08
-0.14 -0.13 0.04
-0.01 -0.31 0.23
0.17 -0.07 0.07
0.37 0.14 0.09
-0.30 0.07 0.28
-0.08 -0.07 -0.01
-0.01 0.02 -0.04
0.08 -0.05 -0.05
-0.05 0.08 0.15
0.11 0.11 0.10
0.13 -0.05 -0.15
-0.09 -0.19 -0.36
-0.18 -0.07 -0.04
-0.03 0.21 -0.37
0.41 -0.10 0.08
-0.01 -0.11 0.12
-0.01 0.03 -0.01
-0.16 0.00 -0.03
0.19 -0.01 -0.04
0.06 0.09 -0.17
-0.18 0.04 -0.02
-0.44 -0.08 0.21
0.02 -0.08 0.16
-0.22 -0.28 0.08
0.17 0.10 -0.30
-0.06 -0.06 0.00
-0.12 0.14 0.04
0.06 0.01 -0.05
0.05 -0.05 -0.17
-0.06 -0.17 -0.06
-0.01 -0.05 0.20
0.19 0.07 0.15
0.11 0.14 0.01
0.27 0.29 0.02
0.18 -0.39 -0.06
-0.08 -0.14 -0.04
-0.10 -0.03 0.05
0.06 0.12 0.01
0.15 -0.09 -0.01
0.17 0.07 0.00
-0.11 0.16 0.02
-0.43 0.01 0.05
-0.20 -0.10 -0.07

Values from the calculation:
2S+1: 1
LUMO energy: -0.1453 eV
gap between HOMO and LUMO: 0.2699 Eh
SMILES: CCCc1cc2c(cc1CC(N)(N)N)Nc1c(CCCCCN)c(CCC(N)=O)c(OCC)c(B(N)O)c1S2.c1cc[nH]c1.c1cc[nH]c1.c1cc[nH]c1.c1cc[nH]c1.c1cc[nH]c1.c1cc[nH]c1

Löwdin atomic charge list, values in e, 4 entries: atom 1 (C): -0.13, atom 2 (C): -0.25, atom 3 (C): -0.18, atom 4 (C): -0.11

=====

A molecular structure, C30H54GaN10O2, computed with ωB97M-V/def2-TZVPD.

CARTESIAN COORDINATES (ANGSTROEM)
C -0.5862 -4.7687 -0.9892
C -1.3132 -3.7259 -1.8559
O -1.6960 -2.5877 -1.1409
Ga -0.2389 -1.4802 -0.5910
C -0.2602 -1.2104 1.4315
C -0.2662 0.2965 -1.5710
C 0.4676 0.3247 -2.9297
C 1.9068 0.8558 -2.8543
C 2.9475 -0.1478 -2.3322
C 3.2514 -0.1510 -0.8343
C 4.1208 0.9787 -0.3053
O 3.6202 2.2928 -0.5068
C 2.5781 2.6517 0.3745
H -0.8958 -5.7994 -1.1964
H 0.4903 -4.7074 -1.1556
H -0.7618 -4.5557 0.0686
H -2.2083 -4.1768 -2.3203
H -0.6366 -3.4557 -2.6807
H 1.1100 -2.2753 -0.9883
H 0.6052 -1.7118 1.8799
H -1.1612 -1.5944 1.9228
H -0.1810 -0.1422 1.6702
H -1.3145 0.5763 -1.7425
H 0.1671 1.0832 -0.9417
H -0.0617 0.9955 -3.6205
H 0.4812 -0.6696 -3.3926
H 2.2117 1.1618 -3.8616
H 1.9107 1.7635 -2.2444
H 2.5719 -1.1477 -2.5706
H 3.8938 -0.0397 -2.8771
H 3.8128 -1.0669 -0.6111
H 2.3245 -0.2278 -0.2577
H 4.2766 0.8270 0.7738
H 5.1060 0.9562 -0.7802
H 1.6235 2.7112 -0.1565
H 2.4781 1.9248 1.1890
H 2.8018 3.6334 0.8052
C -3.2740 3.4264 -0.9557
C -1.8389 3.6509 -0.8830
N -0.7102 3.8497 -0.8184
H -3.5961 3.3967 -1.9952
H -3.5314 2.4824 -0.4787
H -3.7789 4.2349 -0.4348
C -5.7800 6.5659 1.5015
C -6.0218 5.3433 0.7511
N -6.1859 4.3820 0.1441
H -4.8936 6.4272 2.1181
H -5.6213 7.3859 0.8030
H -6.6430 6.7971 2.1236
C -0.2318 -5.6219 2.9618
C 1.1626 -5.3421 2.6624
N 2.2735 -5.1085 2.4923
H -0.7185 -6.1532 2.1466
H -0.2655 -6.2194 3.8718
H -0.7528 -4.6784 3.1234
C -0.3013 4.2207 2.3973
C -1.6027 4.8155 2.1261
N -2.6177 5.2860 1.8637
H -0.3234 3.6630 3.3323
H -0.0548 3.5515 1.5744
H 0.4543 5.0020 2.4566
C -8.3093 5.4691 -2.6463
C -7.8309 6.6612 -1.9645
N -7.4576 7.6000 -1.4186
H -7.4602 4.8841 -2.9909
H -8.9106 4.8714 -1.9633
H -8.9081 5.7591 -3.5077
C 5.8910 -5.0708 1.8585
C 6.6812 -4.3129 0.8972
N 7.3347 -3.7028 0.1772
H 6.4258 -5.1078 2.8048
H 4.9135 -4.6140 2.0108
H 5.7454 -6.0909 1.5086
C -4.1684 8.1787 -3.6225
C -5.1406 7.2142 -4.1159
N -5.8952 6.4290 -4.4749
H -3.7768 8.7716 -4.4468
H -4.6495 8.8352 -2.8987
H -3.3469 7.6540 -3.1376
C 2.8261 -4.6799 5.7497
C 1.8386 -5.7379 5.9135
N 1.0279 -6.5471 5.9899
H 2.9070 -4.4374 4.6898
H 2.5157 -3.7939 6.3006
H 3.7952 -5.0129 6.1176
C -3.4301 -3.0757 -5.0649
C -2.0070 -3.2253 -5.3346
N -0.8824 -3.3393 -5.5300
H -3.9859 -3.0121 -5.9988
H -3.7846 -3.9279 -4.4878
H -3.5934 -2.1719 -4.4797
C 9.2059 -5.1754 4.8254
C 8.2628 -6.2541 4.5577
N 7.5101 -7.0859 4.3161
H 9.5635 -4.7597 3.8846
H 8.7169 -4.3879 5.3960
H 10.0536 -5.5533 5.3940

Atomic forces in eV per Å
0.17 -0.19 -0.03
0.00 0.25 0.04
0.12 0.00 0.00
0.27 0.14 0.17
-0.09 0.00 0.01
-0.03 -0.17 -0.21
0.02 0.27 0.14
0.04 -0.02 0.01
-0.04 -0.20 0.01
-0.01 -0.02 0.06
-0.03 -0.01 0.02
0.16 0.05 0.10
-0.11 -0.06 -0.08
-0.07 0.06 -0.04
-0.01 0.00 0.12
-0.13 0.01 -0.05
0.01 -0.04 0.09
-0.08 -0.11 -0.07
-0.04 -0.15 -0.10
-0.03 0.00 0.00
0.00 0.02 -0.04
-0.02 -0.03 0.04
0.00 0.01 0.13
-0.16 -0.01 0.06
-0.04 -0.11 -0.04
-0.03 0.06 -0.06
0.00 -0.02 0.02
0.05 0.01 -0.08
0.09 0.01 -0.04
-0.02 0.11 0.04
-0.11 -0.02 0.05
0.02 0.07 -0.04
0.06 -0.03 -0.04
-0.07 0.04 -0.09
0.01 -0.01 0.04
-0.02 0.04 0.00
0.00 -0.01 -0.03
0.06 -0.01 0.00
0.13 -0.06 -0.10
-0.01 0.10 0.01
0.00 0.00 0.01
0.02 0.00 0.00
-0.06 -0.05 -0.02
0.00 0.03 0.04
0.00 -0.09 -0.11
-0.14 0.08 0.04
0.01 0.02 -0.02
-0.02 0.00 0.00
0.01 -0.01 -0.01
-0.14 0.04 0.05
0.11 0.04 -0.08
0.04 -0.05 -0.01
0.10 0.03 -0.07
-0.09 0.00 -0.02
-0.02 -0.01 -0.03
0.00 -0.07 0.02
-0.12 0.10 -0.14
0.07 -0.02 0.19
-0.02 0.02 -0.02
0.04 -0.01 -0.01
0.00 0.00 -0.01
-0.04 -0.08 -0.01
0.06 0.08 0.11
0.02 0.01 -0.01
0.01 0.02 0.01
0.02 0.01 0.01
0.02 -0.01 -0.01
-0.10 -0.01 0.01
0.03 0.09 0.03
0.03 -0.04 -0.01
-0.05 -0.04 0.02
0.00 -0.01 -0.07
0.00 0.01 0.00
-0.01 0.06 0.04
0.04 -0.12 0.07
-0.03 0.02 -0.12
0.00 0.00 0.01
0.00 -0.01 0.00
0.00 0.00 0.00
0.11 0.03 0.01
-0.11 0.04 -0.14
0.06 -0.02 0.11
0.01 -0.02 0.05
0.00 -0.01 0.01
-0.01 0.00 0.01
-0.03 0.04 0.10
0.11 0.00 0.03
-0.03 -0.03 -0.16
0.01 0.00 0.00
0.01 0.01 0.00
0.01 -0.01 0.02
0.04 0.02 0.01
-0.03 0.00 -0.07
0.03 -0.02 0.08
-0.01 0.00 0.00
0.00 -0.01 0.00
0.00 0.01 0.00

Values from the calculation:
total charge: -1
2S+1: 1
LUMO energy: 1.8086 eV
gap between HOMO and LUMO: 0.2300 Eh

Löwdin atomic charge list, values in e, 4 entries: atom 1 (C): -0.12, atom 2 (C): -0.44, atom 3 (O): -0.31, atom 4 (Ga): 0.37

=====

2 unconnected molecules or ions with the total composition C2HBrFO2 at a distorted geometry, computed with ωB97M-V/def2-TZVPD.

CARTESIAN COORDINATES (ANGSTROEM)
C -0.4502 1.1928 0.3983
C 0.1443 -0.6663 -0.2488
O -0.5905 1.8933 -0.6076
O -0.5092 1.1483 1.5774
F 0.3594 -0.9157 -1.6246
Br 1.7994 -1.1926 0.6371
H -0.7533 -1.4600 -0.1318

Atomic forces in eV per Å
0.69 -0.52 -3.96
-2.98 -0.52 -0.52
0.05 -0.93 1.80
-0.22 0.07 1.40
0.34 0.78 0.15
0.00 -0.34 0.27
2.12 1.46 0.87

Values from the calculation:
total charge: -1
2S+1: 1
relative energy (zero: lowest compared OMol25 entry of this formula, charge and spin): 0.868 eV
LUMO energy: 3.5875 eV
gap between HOMO and LUMO: 0.2711 Eh

Löwdin atomic charge list, values in e, 4 entries: atom 1 (C): -0.65, atom 2 (C): -0.67, atom 3 (O): -0.03, atom 4 (O): 0.01

=====

2 unconnected molecules or ions with the total composition CH5N2S at a distorted geometry, computed with ωB97M-V/def2-TZVPD.

CARTESIAN COORDINATES (ANGSTROEM)
S -2.4001 0.1355 1.5521
H -1.9028 -0.3595 2.7011
N 0.5468 0.7654 0.2030
C 1.0108 -0.0833 -0.8487
N 0.2640 -0.6707 -1.8343
H -0.2689 0.4402 0.7547
H 0.5418 1.7592 0.0246
H 2.0987 -0.3170 -0.8722
H 0.1096 -1.6699 -1.6804

Atomic forces in eV per Å
-0.53 -0.07 0.50
-0.06 0.02 0.05
0.51 -0.51 0.56
0.47 -0.62 -0.80
-0.57 0.40 0.24
0.34 0.46 -0.93
-0.35 0.08 -0.09
0.02 0.32 0.59
0.17 -0.08 -0.13

Values from the calculation:
total charge: -2
2S+1: 2
relative energy (zero: lowest compared OMol25 entry of this formula, charge and spin): 1.271 eV
LUMO energy (alpha / beta): 7.3255 / 7.2875 eV
⟨S²⟩: 0.75
gap between HOMO and LUMO (alpha / beta): 0.1421 / 0.1995 Eh

Löwdin atomic charge list, values in e, 4 entries: atom 1 (S): -0.31, atom 2 (H): -0.48, atom 3 (N): -0.09, atom 4 (C): -0.62

=====

What is the 2S+1 in the fourth record?
1